{
  "formula": "C5H8O3",
  "method": "wB97M-V/def2-TZVPD",
  "species": ["O", "O", "O", "C", "C", "C", "C", "C", "H", "H", "H", "H", "H", "H", "H", "H"],
  "positions_angstrom": [[1.302, -1.035, -1.267], [-0.053, 1.512, 0.957], [-1.580, -0.799, -1.163], [-1.334, 0.495, -0.452], [-0.936, 0.512, 1.073], [0.053, -0.604, 0.912], [1.100, -0.139, -0.078], [0.232, 1.045, -0.383], [2.341, -1.492, -1.071], [-0.640, -1.170, -1.004], [1.961, 0.400, 0.335], [0.518, -0.655, 1.823], [-0.302, -1.508, 0.506], [-1.703, 1.553, -0.783], [-1.513, 0.217, 2.039], [0.554, 1.669, -1.444]],
  "atomic_forces_ev_per_a": [[4.83, -0.52, 2.90], [1.46, 4.93, -0.83], [2.24, 2.70, 1.77], [1.67, 2.16, -0.49], [-2.58, -5.15, -0.40], [1.73, -2.34, 0.75], [-0.77, 1.08, -1.32], [-1.07, 0.72, -5.30], [-4.88, 1.93, -1.00], [-2.43, 0.15, -1.35], [0.59, -1.33, -0.11], [1.04, -1.21, 2.51], [-0.60, -1.54, 0.76], [-0.97, -2.54, 0.09], [0.42, 1.74, -1.68], [-0.68, -0.79, 3.70]],
  "homo_ev": -9.9,
  "homo_lumo_gap_ev": 10.190
}



{
  "formula": "C5H8O3",
  "method": "wB97M-V/def2-TZVPD",
  "species": ["O", "O", "O", "C", "C", "C", "C", "C", "H", "H", "H", "H", "H", "H", "H", "H"],
  "positions_angstrom": [[-0.411, 0.833, 1.083], [-1.508, -0.302, -0.518], [1.543, -0.258, -0.774], [-0.620, -1.517, -0.657], [0.844, -1.388, -0.180], [-1.659, 0.408, 0.764], [1.494, 1.020, -0.304], [0.524, 1.642, 0.485], [-0.856, -2.236, 0.331], [2.642, 1.246, -0.484], [-2.079, -0.065, 1.596], [-0.805, -2.151, -1.533], [1.083, -2.369, -0.774], [0.783, 2.755, 0.789], [1.036, -1.590, 0.849], [-2.306, 1.244, 0.251]],
  "atomic_forces_ev_per_a": [[1.28, 0.77, 2.64], [0.38, -2.41, -0.27], [-0.60, -1.86, 0.51], [-1.73, 0.14, 6.27], [-0.75, -0.78, -4.41], [0.38, 2.50, -6.53], [1.22, 0.32, 1.53], [3.14, 0.15, -1.92], [-0.45, 1.10, -2.60], [-2.88, 1.38, 0.31], [-0.61, -1.18, 1.06], [-0.10, 1.20, -0.08], [1.19, 1.75, 1.17], [-1.23, -2.54, -0.28], [0.06, 0.64, 0.76], [0.71, -1.17, 1.84]],
  "homo_ev": -8.5,
  "homo_lumo_gap_ev": 9.318
}



{
  "formula": "C5H8O3S",
  "method": "wB97M-V/def2-TZVPD",
  "species": ["S", "O", "O", "O", "C", "C", "C", "C", "C", "H", "H", "H", "H", "H", "H", "H", "H"],
  "positions_angstrom": [[-0.431, -2.232, -0.968], [-0.893, -0.914, 2.293], [-1.046, -2.430, 0.649], [0.782, -2.899, -1.198], [1.239, 1.524, 0.288], [-0.150, -0.568, -0.047], [1.215, 0.042, -0.103], [-1.619, 0.713, -0.735], [-0.699, -1.285, 1.154], [0.562, 2.214, -0.273], [1.749, -0.169, -0.990], [2.236, 2.069, 0.158], [-1.327, 1.604, -0.202], [0.945, 1.647, 1.320], [-2.690, 0.388, -0.434], [1.585, -0.421, 0.821], [-1.459, 0.717, -1.732]],
  "atomic_forces_ev_per_a": [[-3.17, 3.00, 0.80], [0.43, -0.53, -1.41], [-0.54, -2.92, -0.73], [2.91, -1.52, -0.12], [0.59, 2.14, -0.95], [-3.23, 1.27, -2.78], [-0.96, 0.89, 2.63], [0.14, -2.86, 4.92], [0.07, 3.12, 2.09], [0.36, -0.90, 0.09], [0.60, -0.50, -0.81], [-0.98, -1.29, 0.26], [-0.11, 0.11, -0.11], [-0.02, -0.06, 0.38], [2.11, 0.21, -0.46], [1.29, -0.29, -0.69], [0.51, 0.12, -3.13]],
  "homo_ev": -10.1,
  "homo_lumo_gap_ev": 10.382
}



{
  "formula": "C5H8O4",
  "method": "wB97M-V/def2-TZVPD",
  "species": ["O", "O", "O", "O", "C", "C", "C", "C", "C", "H", "H", "H", "H", "H", "H", "H", "H"],
  "positions_angstrom": [[3.043, 2.068, -0.462], [-3.895, -0.292, -0.084], [3.355, 0.769, -2.276], [-2.980, 1.530, -1.039], [2.604, -0.269, -0.252], [3.023, 0.981, -1.084], [-2.930, 0.456, -0.394], [-1.520, -0.135, -0.022], [-1.557, -0.628, 1.442], [2.108, 0.049, 0.658], [-0.707, 0.584, -0.105], [-1.442, -0.932, -0.751], [-0.519, -0.844, 1.716], [-2.053, 0.084, 2.094], [-2.087, -1.575, 1.575], [3.471, -0.918, -0.059], [2.084, -0.929, -0.957]],
  "atomic_forces_ev_per_a": [[-0.05, -0.02, 0.00], [0.00, 0.08, 0.21], [-0.08, -0.11, 0.04], [0.11, -0.16, 0.35], [0.60, -0.26, -1.22], [0.61, 0.00, 0.26], [0.15, 0.04, -0.63], [-1.55, 0.65, 0.89], [0.54, -0.94, -0.80], [-0.29, -0.40, 0.00], [-0.12, 0.05, -0.42], [0.59, -0.39, 0.03], [-0.03, 0.28, 0.53], [0.26, 0.26, 0.12], [-0.20, 0.11, -0.26], [0.25, 0.55, 0.41], [-0.81, 0.27, 0.49]],
  "homo_ev": -1.5,
  "homo_lumo_gap_ev": 7.876,
  "total_charge": -2
}



{
  "formula": "C5H8O4",
  "method": "wB97M-V/def2-TZVPD",
  "species": ["O", "O", "O", "O", "C", "C", "C", "C", "C", "H", "H", "H", "H", "H", "H", "H", "H"],
  "positions_angstrom": [[1.480, 1.765, 1.022], [0.793, -0.996, 1.870], [-0.639, -0.904, -0.182], [-1.637, 1.134, -0.912], [-1.475, -1.950, 0.329], [1.228, 0.937, -1.276], [-1.154, 0.571, 0.026], [0.944, 0.795, 0.187], [0.762, -0.432, 0.842], [-1.459, -1.960, 1.421], [2.306, 1.050, -1.445], [0.711, 1.820, -1.660], [0.881, 0.075, -1.839], [2.286, 2.125, 0.629], [-1.091, -2.895, -0.053], [-2.489, -1.790, -0.037], [-1.448, 0.654, 1.079]],
  "atomic_forces_ev_per_a": [[0.06, -0.06, -0.07], [-0.08, 0.14, -0.52], [0.04, 0.30, 0.14], [0.27, -0.20, 0.27], [0.07, 0.17, -0.01], [-0.03, -0.01, 0.07], [0.13, -0.33, -0.23], [-0.19, 0.00, -0.11], [-0.28, 0.02, 0.39], [0.02, 0.01, -0.05], [-0.05, 0.00, 0.01], [0.00, -0.02, 0.02], [0.00, 0.01, 0.03], [-0.07, -0.06, 0.01], [-0.02, 0.05, 0.01], [0.05, 0.00, 0.02], [0.08, -0.02, 0.01]],
  "homo_ev": -8.3,
  "homo_lumo_gap_ev": 8.988
}



{
  "formula": "C5H8O4",
  "method": "wB97M-V/def2-TZVPD",
  "species": ["O", "O", "O", "O", "C", "C", "C", "C", "C", "H", "H", "H", "H", "H", "H", "H", "H"],
  "positions_angstrom": [[-1.129, -1.556, -0.181], [-0.349, 1.623, -0.461], [2.462, -0.568, 0.282], [-0.277, 0.039, 1.061], [1.029, 1.161, -0.256], [0.019, -0.735, -0.075], [-1.293, 0.798, 0.472], [-1.977, -0.445, -0.323], [1.310, -0.429, -0.512], [-2.803, -0.523, 0.338], [-0.305, -0.226, -1.059], [1.653, 2.145, -0.681], [1.604, -0.617, -1.530], [2.564, -1.508, 0.489], [1.302, 0.894, 1.027], [-2.448, -0.094, -1.255], [-1.755, 1.514, 1.223]],
  "atomic_forces_ev_per_a": [[-0.30, -1.31, -0.20], [-0.01, -0.64, 0.87], [0.50, -1.51, 0.60], [-2.40, -1.32, 1.51], [1.87, 3.15, 2.86], [-3.14, 0.32, -1.94], [3.35, 0.05, -0.93], [-2.97, 2.55, 2.02], [4.26, 2.39, -0.60], [-1.24, -1.11, 0.53], [0.75, 0.32, 0.97], [-1.26, -3.37, 0.66], [-0.50, -0.50, -0.58], [0.23, 0.21, -0.02], [-0.29, 2.67, -4.05], [1.12, -0.76, -0.42], [0.03, -1.14, -1.28]],
  "homo_ev": -9.3,
  "homo_lumo_gap_ev": 10.044
}



{
  "formula": "C5H8O5",
  "method": "wB97M-V/def2-TZVPD",
  "species": ["O", "O", "O", "O", "O", "C", "C", "C", "C", "C", "H", "H", "H", "H", "H", "H", "H", "H"],
  "positions_angstrom": [[-2.016, 0.147, -1.331], [0.759, -3.192, -0.279], [0.960, -0.926, -0.908], [0.834, -0.997, 1.750], [-1.485, -0.843, 1.960], [-1.299, -2.005, -0.587], [-2.278, -0.196, 0.999], [-1.889, -0.620, -0.403], [0.193, -2.130, -0.365], [-0.252, -0.246, 2.224], [-0.185, 0.735, 1.729], [-3.343, -0.439, 1.147], [-2.158, 0.899, 1.057], [-1.792, -2.685, 0.123], [-1.521, -2.345, -1.607], [-0.197, -0.135, 3.315], [1.859, -1.207, -1.128], [1.224, -0.567, 0.799]],
  "atomic_forces_ev_per_a": [[-0.14, -0.40, 0.23], [-0.82, 2.12, 0.50], [-1.74, -1.45, 1.29], [1.31, 1.39, -2.85], [-0.67, -0.36, 0.20], [-0.46, 0.20, 0.96], [0.07, 0.27, -0.23], [0.29, 0.77, -0.71], [2.33, -1.14, -3.10], [0.86, 0.80, -0.23], [-0.37, 0.07, 0.38], [0.37, -0.03, 0.15], [-0.20, -0.31, -0.06], [0.33, 0.05, -0.20], [0.36, 0.16, 0.17], [0.28, -0.18, -0.26], [-0.05, -0.47, 0.07], [-1.76, -1.50, 3.68]],
  "homo_ev": -9.9,
  "homo_lumo_gap_ev": 10.420
}



{
  "formula": "C5H8OS",
  "method": "wB97M-V/def2-TZVPD",
  "species": ["S", "O", "C", "C", "C", "C", "C", "H", "H", "H", "H", "H", "H", "H", "H"],
  "positions_angstrom": [[-2.735, -0.312, 0.111], [-0.648, -1.380, -0.893], [0.895, -1.391, 0.751], [-1.083, -0.658, 0.152], [-0.169, -0.725, 1.235], [-0.301, 2.081, -0.060], [0.718, -1.624, -0.714], [1.176, -0.781, -1.309], [-0.477, -0.614, 2.196], [1.766, -1.552, 1.215], [-0.457, 2.417, -1.150], [-2.602, 0.249, -1.018], [1.081, -2.694, -0.944], [0.723, 1.688, -0.008], [-0.763, 2.614, 0.760]],
  "atomic_forces_ev_per_a": [[-1.58, -0.57, 2.05], [-0.76, -0.51, -1.14], [-1.53, 0.87, -1.33], [0.75, 0.04, 0.86], [-0.58, -1.33, -2.91], [1.04, 0.20, -2.58], [1.53, -0.23, 0.44], [0.48, -1.16, 0.20], [-0.36, 1.05, 2.64], [3.03, -0.83, 1.79], [-0.39, -0.42, 1.93], [-0.26, 1.12, -2.09], [-0.83, 1.78, -0.43], [-0.55, 0.18, 0.65], [0.01, -0.17, -0.07]],
  "homo_ev": [-8.5, -6.6],
  "homo_lumo_gap_ev": [8.809, 6.891]
}



{
  "formula": "C5H8OS",
  "method": "wB97M-V/def2-TZVPD",
  "species": ["S", "O", "C", "C", "C", "C", "C", "H", "H", "H", "H", "H", "H", "H", "H"],
  "positions_angstrom": [[0.891, -1.308, 0.015], [-0.565, 1.723, -0.172], [0.706, 1.331, 0.333], [1.543, 0.293, -0.288], [-2.100, -0.664, 0.060], [-0.638, -0.553, 0.514], [-1.035, 0.317, -0.566], [-3.110, -0.239, 0.640], [-0.694, 0.046, 1.429], [-0.551, 0.074, -1.461], [-2.321, -1.390, -0.712], [2.472, 0.470, 0.115], [1.343, 2.426, 0.713], [1.628, 0.371, -1.323], [0.637, 1.037, 1.418]],
  "atomic_forces_ev_per_a": [[-0.44, -2.39, 1.50], [-0.25, -2.63, -0.78], [1.57, 5.91, 4.35], [-0.76, 0.67, -0.89], [-1.06, 2.05, -0.68], [-2.17, -0.99, 1.21], [-0.93, 2.44, 2.03], [3.38, -1.29, -1.19], [0.34, -1.04, -0.07], [-0.28, -0.27, -1.55], [-0.29, -0.18, 0.17], [2.30, -0.19, 0.97], [-1.58, -2.83, -2.21], [0.27, 0.61, -1.90], [-0.10, 0.14, -0.95]],
  "homo_ev": -8.7,
  "homo_lumo_gap_ev": 9.604
}



{
  "formula": "C5H8OS",
  "method": "wB97M-V/def2-TZVPD",
  "species": ["S", "O", "C", "C", "C", "C", "C", "H", "H", "H", "H", "H", "H", "H", "H"],
  "positions_angstrom": [[2.256, 0.202, 0.323], [2.967, 0.191, -0.962], [-1.940, 0.364, -0.124], [-0.399, 0.130, -0.324], [1.371, -1.399, 0.387], [0.628, 1.177, 0.349], [0.073, -1.274, 0.041], [0.668, 2.067, -0.194], [-0.569, -2.122, -0.012], [-2.042, 1.425, -0.207], [0.430, 1.223, 1.400], [-2.397, 0.127, 0.834], [-0.403, 0.215, -1.407], [1.842, -2.206, 0.741], [-2.487, -0.119, -0.846]],
  "atomic_forces_ev_per_a": [[-0.36, -0.31, 1.29], [0.02, 0.40, -0.92], [2.15, 1.16, 2.35], [-0.69, -0.09, 0.64], [-3.32, 4.35, -1.06], [-0.75, -4.62, -1.22], [1.91, 1.05, 0.19], [0.34, 1.52, -0.53], [-0.59, -0.44, -0.06], [-0.51, 0.78, -0.38], [-0.19, 0.49, 0.58], [0.44, -0.31, 0.34], [0.88, 0.10, -0.32], [1.86, -2.98, 0.98], [-1.19, -1.09, -1.88]],
  "homo_ev": -8.7,
  "homo_lumo_gap_ev": 9.459
}